Record 1
{"formula": "CHBr2FO", "method": "ωB97M-V/def2-TZVPD", "orbital_gap_ev": 10.7, "total_charge": 0, "e_homo_ev": -10.384, "lumo_energy_ev": 0.31, "e_above_lowest_ev": 0.689, "elements": ["C", "O", "F", "Br", "Br", "H"], "xyz": [[-0.24, 0.04, 0.13], [0.93, -0.40, -0.52], [-0.16, -0.22, 1.46], [-1.76, -1.04, -0.43], [-0.63, 1.83, -0.42], [1.86, -0.20, -0.22]]}

---

Record 2
{"formula": "CHBr2IO2S", "method": "ωB97M-V/def2-TZVPD", "orbital_gap_ev": 9.3, "total_charge": 0, "e_homo_ev": -10.470, "lumo_energy_ev": -1.15, "e_above_lowest_ev": 0.000, "elements": ["C", "O", "O", "S", "Br", "Br", "I", "H"], "xyz": [[-0.72, -0.15, -0.57], [0.51, -1.15, 1.56], [0.61, 1.29, 1.25], [0.61, -0.02, 0.70], [-2.26, -0.61, 0.39], [-0.83, 1.79, -1.30], [2.59, -0.30, -0.64], [-0.51, -0.84, -1.39]]}

---

Record 3
{"formula": "CHBr2NO3S", "method": "ωB97M-V/def2-TZVPD", "orbital_gap_ev": 9.0, "total_charge": 0, "e_homo_ev": -10.410, "lumo_energy_ev": -1.43, "e_above_lowest_ev": 0.281, "elements": ["C", "N", "O", "O", "O", "S", "Br", "Br", "H"], "xyz": [[-2.47, 1.38, 0.42], [0.34, 0.90, -2.58], [-1.72, 0.82, 1.08], [1.90, 1.98, -1.14], [0.74, -0.11, -0.19], [0.58, 1.38, -0.97], [1.90, -0.09, -3.09], [-1.35, 0.09, -2.31], [1.28, -0.84, -0.52]]}

---

Record 4
{"formula": "CHBr2O3S", "method": "ωB97M-V/def2-TZVPD", "orbital_gap_ev": [5.1, 8.4], "total_charge": -1, "e_homo_ev": [-2.978, -5.471], "lumo_energy_ev": [2.16, 2.89], "e_above_lowest_ev": 0.422, "elements": ["C", "O", "O", "O", "S", "Br", "Br", "H"], "xyz": [[1.80, 0.22, 0.92], [-1.97, 0.84, -0.62], [-2.74, -1.50, -0.76], [-0.37, -1.08, -0.71], [-1.65, -0.53, -0.96], [0.89, 1.52, 2.05], [3.01, 1.03, -0.35], [1.04, -0.50, 0.44]]}

---

Record 5
{"formula": "CHBrF2N2O2", "method": "ωB97M-V/def2-TZVPD", "orbital_gap_ev": [8.9, 8.9], "total_charge": 0, "e_homo_ev": [-10.261, -10.267], "lumo_energy_ev": [-1.41, -1.41], "e_above_lowest_ev": 1.956, "elements": ["C", "N", "N", "O", "O", "F", "F", "Br", "H"], "xyz": [[-0.28, 0.66, -0.20], [-1.10, -0.07, 1.55], [1.21, 0.51, 0.12], [1.60, -0.59, -0.10], [1.77, 1.41, 0.63], [-0.96, -1.43, 1.51], [-0.31, 0.25, 2.59], [-0.90, 2.46, -0.29], [-0.93, 0.11, -0.90]]}

---

Record 6
{"formula": "CHBrI2", "method": "ωB97M-V/def2-TZVPD", "orbital_gap_ev": 8.8, "total_charge": 0, "e_homo_ev": -9.606, "lumo_energy_ev": -0.82, "e_above_lowest_ev": 0.098, "elements": ["C", "Br", "I", "I", "H"], "xyz": [[-1.35, 0.06, 0.35], [-1.35, 0.12, 2.31], [-2.30, -1.58, -0.62], [-1.81, 1.98, -0.45], [-0.14, 0.08, 0.04]]}

---

Record 7
{"formula": "CHBrINO2", "method": "ωB97M-V/def2-TZVPD", "orbital_gap_ev": 8.8, "total_charge": 0, "e_homo_ev": -10.117, "lumo_energy_ev": -1.30, "e_above_lowest_ev": 2.297, "elements": ["C", "N", "O", "O", "Br", "I", "H"], "xyz": [[-0.22, -0.14, 0.46], [0.22, -0.01, -0.90], [0.76, -0.95, -1.45], [0.02, 1.06, -1.45], [-0.10, -1.86, 1.29], [-1.77, 1.14, 1.11], [1.10, 0.76, 0.95]]}

---

Record 8
{"formula": "CHBrN5", "method": "ωB97M-V/def2-TZVPD", "orbital_gap_ev": [7.4, 8.0], "total_charge": -1, "e_homo_ev": [-4.913, -4.959], "lumo_energy_ev": [2.47, 3.06], "e_above_lowest_ev": 2.249, "elements": ["C", "N", "N", "N", "N", "N", "Br", "H"], "xyz": [[0.40, 0.05, -0.12], [1.42, 0.93, -0.27], [0.72, -1.17, 0.14], [2.44, 0.20, -0.06], [2.03, -1.04, 0.17], [-2.13, 0.92, 0.12], [-3.05, -0.51, 0.83], [-1.83, 0.61, -0.82]]}

---

Record 9
{"formula": "CHBrOS2", "method": "ωB97M-V/def2-TZVPD", "orbital_gap_ev": 8.4, "total_charge": 0, "e_homo_ev": -8.844, "lumo_energy_ev": -0.49, "e_above_lowest_ev": 4.805, "elements": ["C", "O", "S", "S", "Br", "H"], "xyz": [[1.49, -0.08, -0.20], [-1.55, 1.05, 0.90], [1.38, -1.59, 0.00], [1.43, 1.48, -0.40], [-2.00, 0.00, -0.16], [-0.75, -0.87, -0.13]]}

---

Record 10
{"formula": "CHCeF3NOS2", "method": "ωB97M-V/def2-TZVPD", "orbital_gap_ev": [6.5, 6.5], "total_charge": 0, "s2": 0.75, "e_homo_ev": [-7.954, -7.954], "spin_multiplicity": 2, "lumo_energy_ev": [-1.44, -1.43], "elements": ["N", "S", "S", "C", "F", "F", "F", "Ce", "O", "H"], "xyz": [[0.84, 1.35, -1.13], [1.61, 1.51, 0.45], [-0.16, 0.15, -1.30], [-1.62, 0.42, -0.05], [-1.43, -0.06, 1.18], [-1.90, 1.71, 0.06], [-2.70, -0.20, -0.55], [1.86, -1.10, 1.12], [0.34, -1.17, -0.60], [3.16, -2.60, 0.84]]}

---

Record 11
{"formula": "CHCeO3", "method": "ωB97M-V/def2-TZVPD", "orbital_gap_ev": [8.2, 9.0], "total_charge": 2, "s2": 0.75, "e_homo_ev": [-20.418, -20.425], "spin_multiplicity": 2, "lumo_energy_ev": [-12.19, -11.46], "e_above_lowest_ev": 0.292, "elements": ["O", "C", "O", "O", "H", "Ce"], "xyz": [[-1.52, -0.21, 0.40], [-0.43, 0.39, 0.14], [0.21, -0.50, -0.67], [0.42, 0.90, 0.94], [-0.97, -1.18, -0.43], [2.28, 0.61, -0.39]]}

---

Record 12
{"formula": "CHCl2F2P", "method": "ωB97M-V/def2-TZVPD", "orbital_gap_ev": 11.3, "total_charge": 0, "e_homo_ev": -11.221, "lumo_energy_ev": 0.12, "e_above_lowest_ev": 1.138, "elements": ["C", "F", "F", "P", "Cl", "Cl", "H"], "xyz": [[0.15, -0.17, -0.60], [-1.36, 1.37, 0.87], [0.65, 0.32, 1.77], [-0.62, -0.33, 1.00], [-0.88, -0.35, -2.04], [1.17, -1.63, -0.37], [0.88, 0.80, -0.63]]}

---

Record 13
{"formula": "CHCl2O2P", "method": "ωB97M-V/def2-TZVPD", "orbital_gap_ev": 10.1, "total_charge": 0, "e_homo_ev": -10.357, "lumo_energy_ev": -0.21, "e_above_lowest_ev": 3.387, "smiles": "ClC(Cl)p1oo1", "elements": ["Cl", "C", "Cl", "P", "O", "O", "H"], "xyz": [[-1.22, -1.83, 0.35], [0.11, -0.75, -0.08], [1.70, -1.46, 0.25], [-0.18, 0.83, 0.91], [-1.03, 1.72, -0.12], [0.40, 1.88, -0.16], [0.21, -0.39, -1.14]]}

---

Record 14
{"formula": "CHCl2O2S2", "method": "ωB97M-V/def2-TZVPD", "orbital_gap_ev": [6.9, 7.1], "total_charge": -1, "e_homo_ev": [-3.835, -3.962], "lumo_energy_ev": [3.08, 3.10], "elements": ["C", "O", "O", "S", "S", "Cl", "Cl", "H"], "xyz": [[-1.20, 0.63, 0.07], [0.71, -2.31, 0.33], [1.06, -0.71, -1.40], [2.33, 0.04, 1.23], [1.05, -0.93, 0.01], [-0.84, 1.79, 1.27], [-0.93, 1.20, -1.55], [-2.18, 0.29, 0.05]]}

---

Record 15
{"formula": "CHCl3N2", "method": "ωB97M-V/def2-TZVPD", "orbital_gap_ev": [8.6, 9.1], "total_charge": 0, "s2": 2.02, "e_homo_ev": [-8.583, -9.387], "spin_multiplicity": 3, "lumo_energy_ev": [0.04, -0.30], "e_above_lowest_ev": 0.000, "elements": ["C", "N", "N", "Cl", "Cl", "Cl", "H"], "xyz": [[0.67, -0.07, -0.24], [0.04, 2.07, 0.56], [-0.33, -0.69, -0.76], [1.54, -1.22, 0.74], [0.01, 1.71, 2.10], [-1.35, -0.01, -1.96], [-0.58, -1.79, -0.45]]}

---

Record 16
{"formula": "CHCl3O2S", "method": "ωB97M-V/def2-TZVPD", "orbital_gap_ev": [7.1, 8.3], "total_charge": 0, "e_homo_ev": [-9.687, -10.243], "lumo_energy_ev": [-2.55, -1.93], "e_above_lowest_ev": 2.073, "elements": ["C", "O", "O", "S", "Cl", "Cl", "Cl", "H"], "xyz": [[-1.94, -0.35, 0.32], [2.32, -1.47, -0.73], [-1.31, 0.15, 1.19], [2.88, -0.30, -0.08], [1.06, 2.77, -0.80], [-1.65, -1.92, -0.33], [1.56, 0.91, 0.66], [-2.92, 0.21, -0.24]]}

---

Record 17
{"formula": "CHCl3S", "method": "ωB97M-V/def2-TZVPD", "orbital_gap_ev": 7.8, "total_charge": 0, "e_homo_ev": -9.346, "lumo_energy_ev": -1.55, "e_above_lowest_ev": 1.234, "smiles": "S=CCl.ClCl", "elements": ["S", "C", "Cl", "H", "Cl", "Cl"], "xyz": [[0.14, 1.41, -1.47], [-0.47, 1.52, 0.04], [-2.07, 1.23, 0.37], [0.14, 1.74, 0.94], [0.41, -2.44, 0.59], [1.84, -3.46, -0.48]]}

---

Record 18
{"formula": "CHCl3S", "method": "ωB97M-V/def2-TZVPD", "orbital_gap_ev": 8.4, "total_charge": 0, "e_homo_ev": -9.565, "lumo_energy_ev": -1.20, "e_above_lowest_ev": 1.176, "smiles": "S=CCl.ClCl", "elements": ["S", "C", "Cl", "H", "Cl", "Cl"], "xyz": [[-1.78, -0.70, 1.27], [-1.29, 0.60, 0.52], [-1.01, 0.72, -1.23], [-0.96, 1.58, 1.00], [2.28, -0.41, -1.47], [2.75, -1.80, -0.08]]}

---

Record 19
{"formula": "CHClF2O2S", "method": "ωB97M-V/def2-TZVPD", "orbital_gap_ev": [5.5, 10.1], "total_charge": 0, "e_homo_ev": [-9.203, -11.664], "lumo_energy_ev": [-3.71, -1.53], "e_above_lowest_ev": 2.878, "elements": ["C", "O", "O", "F", "F", "S", "Cl", "H"], "xyz": [[-0.39, -0.06, -0.53], [-4.09, -2.04, -0.09], [-0.70, -1.18, 0.11], [-0.72, 1.03, 0.14], [-1.06, 0.13, -1.71], [-3.25, -2.57, 0.93], [-3.10, -1.46, 2.64], [0.62, 0.04, -1.04]]}

---

Record 20
{"formula": "CHClFNO2", "method": "ωB97M-V/def2-TZVPD", "orbital_gap_ev": 9.7, "total_charge": 0, "e_homo_ev": -11.406, "lumo_energy_ev": -1.74, "e_above_lowest_ev": 1.460, "elements": ["C", "N", "O", "O", "F", "Cl", "H"], "xyz": [[0.12, 0.24, -0.56], [0.08, 0.01, 0.96], [0.26, -1.12, 1.29], [-0.03, 1.06, 1.56], [1.34, -0.09, -1.05], [-1.38, -1.28, -1.30], [-0.39, 1.19, -0.89]]}

---

Number 1: E -5361.8125 Ha. Number 2: E -6033.0476 Ha. Number 3: E -5865.2788 Ha. Number 4: E -5810.6067 Ha. Number 5: E -3072.1238 Ha. Number 6: E -3208.0663 Ha. Number 7: E -3115.4391 Ha. Number 8: E -2886.3449 Ha. Number 9: E -3484.1618 Ha. Number 10: E -1739.6967 Ha. Number 11: E -738.7559 Ha. Number 12: E -1500.1946 Ha. Number 13: E -1450.8177 Ha. Number 14: E -1905.9309 Ha. Number 15: E -1528.5462 Ha. Number 16: E -1967.8349 Ha. Number 17: E -1817.3978 Ha. Number 18: E -1817.4000 Ha. Number 19: E -1247.1720 Ha. Number 20: E -803.8311 Ha.